Computed, not measured: a gas-phase ion, C5H11O3SSi (charge -1), with the ωB97M-V functional and the def2-TZVPD basis.

CARTESIAN COORDINATES (ANGSTROEM)
C -0.0693 -0.2481 1.8832
H 0.3793 -2.6027 0.9233
C 1.3192 0.5050 -0.6829
C -0.1022 2.4769 -0.8477
O 4.0784 -0.1065 -0.5867
S 2.8083 -0.0403 0.1267
Si 0.5884 -1.1748 0.3509
H -0.2821 3.4892 -0.5836
H 0.0190 0.9601 1.8778
H 1.4681 0.3648 -2.0003
O 3.0476 0.5512 1.3972
H 0.6926 -0.5342 2.5830
C -0.7256 -1.5860 -1.0535
H -1.1275 -0.4942 2.0896
H -1.6982 -1.3994 -0.4902
C 0.9716 1.8658 -0.4255
H -0.7111 2.0441 -1.5662
H -0.5671 -0.9542 -1.9147
H 1.5543 2.2803 0.4281
H -0.6699 -2.5594 -1.2723
O 2.2219 -1.5695 0.2446

As for the energy above the lowest of the compared OMol25 structures with the same formula, charge and spin: 1.667 eV. The net charge is -1. Its strongest force on any atom is 4.84 eV Å⁻¹. Its total energy is -1110.50005 Ha. The calculation puts the HOMO energy at -4.26 eV. As for the molar mass: 179.29 g mol⁻¹. Its LUMO energy is 3.7 eV.

Computed, not measured: a gas-phase ion, C5H11O6S (charge -1), with the ωB97M-V functional and the def2-TZVPD basis.

CARTESIAN COORDINATES (ANGSTROEM)
S 2.2868 -0.2884 -0.3424
C 0.8240 -0.7626 1.9673
H -0.2168 -0.6876 2.4460
H -1.6033 0.9680 -2.9685
H -1.2350 1.3726 1.2400
C -0.8931 0.1776 -2.7024
H -0.0861 0.2967 -3.3440
O 1.9768 -1.4638 -1.1048
O 0.7905 1.3366 0.8388
H -1.1310 -0.8592 -2.7892
C -0.6184 -0.4543 -0.2732
H -3.0552 1.0169 0.7393
H 1.1179 1.5185 -0.0333
O -1.7408 -0.5862 0.4562
H 1.4957 -0.1995 2.5597
H -2.4610 0.3665 2.1859
O 3.4417 -0.4319 0.5431
H 1.1210 -1.8630 1.8620
H -0.3904 -1.4699 -0.7301
C 0.7434 -0.0380 0.6868
C -2.0896 0.5905 1.2098
O -0.7285 0.4963 -1.3305
O 2.4513 0.9641 -1.1165

The net charge is -1. Its strongest force on any atom is 4.28 eV Å⁻¹. Its total energy is -1046.74376 Ha. The calculation puts the HOMO energy at -5.14 eV. As for the molar mass: 199.20 g mol⁻¹. Its LUMO energy is 3.4 eV. As for the structure (SMILES): COC(OC)[C@](C)(O)S(=O)(=O)[O-].

Computed, not measured: C5H11P in the gas phase, with the ωB97M-V functional and the def2-TZVPD basis.

CARTESIAN COORDINATES (ANGSTROEM)
H -1.0148 -1.2913 -1.2001
H -1.0243 -0.7755 2.1132
H 0.3856 0.0489 -2.3386
C 0.2981 0.2285 -0.1844
H -1.5154 1.2291 0.6750
H 1.1930 1.6589 -1.5777
H 0.8290 0.2925 1.9801
H 2.0375 0.9669 0.8498
P -1.2414 -1.9034 1.2434
C -1.1176 0.7546 -0.1836
H -2.6869 -1.7606 0.9221
C 1.0067 0.5724 -1.5370
C 1.2886 0.1082 1.0138
C -0.8648 -0.7395 -0.2677
H -1.4139 1.1965 -1.1232
H 2.1149 0.2578 -1.4417
H 1.7256 -0.8439 1.0566

As for the energy above the lowest of the compared OMol25 structures with the same formula, charge and spin: 1.355 eV. Its strongest force on any atom is 3.78 eV Å⁻¹. Its total energy is -538.37638 Ha. The calculation puts the HOMO energy at -9.23 eV. As for the molar mass: 102.12 g mol⁻¹. Its LUMO energy is 1.0 eV. As for the structure (SMILES): CC1(C)C[C@@H]1P.

Computed, not measured: a molecular structure, C5H12AuClO2Sn, with the ωB97M-V functional and the def2-TZVPD basis.

CARTESIAN COORDINATES (ANGSTROEM)
H -1.1957 -0.8434 -2.4059
H -1.4133 2.9544 0.6924
H -0.6370 -2.2754 -3.3775
H 1.5352 1.2866 -2.5005
H -3.3821 -0.7469 2.3248
Sn -1.1205 0.1596 1.0855
Cl 3.1943 -1.7173 -0.7874
C 1.5527 0.4768 2.6175
H -2.1356 -2.0328 2.3321
O 0.2793 0.8518 2.5148
C -2.3251 -0.9693 2.5121
C 2.1851 0.6384 -1.9088
H -0.2490 -0.5964 -3.9422
H -2.0494 -0.7108 3.5377
H 2.1577 0.9179 -0.8455
Au 1.3027 -1.3192 -2.0328
O 2.3097 0.8331 3.5094
C -0.4184 -1.2466 -3.0667
H 1.9025 -0.2127 1.8033
H 3.2071 0.5646 -2.3037
C -1.8847 1.9968 0.4184
H -2.8155 1.9911 -0.1769

As for the energy above the lowest of the compared OMol25 structures with the same formula, charge and spin: 0.000 eV. The net charge is -2. Its expectation value of S² is 2.021. Its spin multiplicity is 3. Its strongest force on any atom is 1.98 eV Å⁻¹. Its total energy is -1158.24636 Ha. The calculation puts the HOMO energy (alpha / beta) at 0.51 / -0.17 eV. As for the molar mass: 455.28 g mol⁻¹. Its LUMO energy (alpha / beta) is 6.0 / 5.5 eV.

Computed, not measured: 2 unconnected molecules or ions with the total composition C5H12ClNO, with the ωB97M-V functional and the def2-TZVPD basis.

CARTESIAN COORDINATES (ANGSTROEM)
H -0.6606 -0.3256 -2.0778
H -2.2534 0.8439 -0.2160
O -0.0223 1.9569 0.3256
C 0.9213 -0.1100 0.4814
H -0.9206 1.5148 -2.1489
C -0.3240 0.6515 -1.7165
H 0.5018 0.7421 2.3704
H -1.7799 -0.8257 0.2584
C 0.9117 -0.1483 2.0017
H 0.3974 -3.1855 -0.4688
H 0.7317 0.7034 -1.9661
H 0.6940 2.4436 -0.0199
H 0.4517 -0.9422 2.4709
C -0.2321 0.5642 -0.2011
H 2.0044 -0.2404 2.3053
H 0.4853 -2.2172 -1.8489
H -1.6652 0.6807 1.3593
C -1.5608 0.2283 0.2974
Cl 2.3658 -0.0102 -0.3271
N -0.0461 -2.3243 -0.8794

As for the energy above the lowest of the compared OMol25 structures with the same formula, charge and spin: 4.945 eV. Its strongest force on any atom is 4.10 eV Å⁻¹. Its total energy is -787.73155 Ha. The calculation puts the HOMO energy (alpha / beta) at -10.34 / -7.61 eV. As for the molar mass: 137.61 g mol⁻¹. Its LUMO energy (alpha / beta) is 0.4 / -0.6 eV.

Computed, not measured: C5H12ClOP in the gas phase, with the ωB97M-V functional and the def2-TZVPD basis.

CARTESIAN COORDINATES (ANGSTROEM)
H -2.9024 0.7355 -1.0261
H 0.4692 -1.0581 2.7800
H 0.7302 -1.7527 0.9800
H -2.8818 1.0658 0.8034
H -0.7011 -1.4093 -0.6487
H -0.7678 1.5527 -1.0327
H 4.2887 -0.0902 -0.7813
H 0.5650 -0.4774 -1.5085
H -0.9319 -0.5450 -2.1754
C 3.5373 0.6907 -1.0551
O -0.2304 1.7092 2.1670
C -0.4462 -0.5681 -1.2435
H 3.0804 0.4615 -2.0479
P 0.1370 0.6731 1.1764
C 0.1586 -1.1015 1.7553
Cl 2.4603 1.1812 0.1991
C -2.3690 0.5818 -0.0704
C -0.9276 0.6237 -0.4157
H -0.8047 -1.6957 1.9242
H -2.4638 -0.5771 0.2199

As for the energy above the lowest of the compared OMol25 structures with the same formula, charge and spin: 4.619 eV. Its strongest force on any atom is 4.27 eV Å⁻¹. Its total energy is -1074.34976 Ha. The calculation puts the HOMO energy (alpha / beta) at -8.69 / -7.21 eV. As for the molar mass: 154.58 g mol⁻¹. Its LUMO energy (alpha / beta) is -0.3 / -0.5 eV.